Below is a structure of composition C36H27Cl5N3OP2Sc, with properties calculated with ωB97M-V with the def2-TZVPD basis set.

Each line ends with the Mulliken charge.
Cartesian coordinates (Å):
Sc1 1.25349 0.41978 -0.78393  0.0461
C1 -1.54838 -1.44391 2.48019  -1.3036
N1 -0.54992 -1.00661 1.48474  0.0731
P1 0.44784 0.32949 1.81799  1.1361
C2 -0.60673 1.64668 2.44398  0.4310
C3 -1.11027 2.59622 1.55449  -0.0802
C4 -2.00811 3.55613 1.99754  -0.6684
C5 -2.40466 3.57450 3.32697  -0.5486
C6 -1.90440 2.63346 4.21958  -0.8107
C7 -1.00896 1.67138 3.78247  -0.3658
C8 1.52235 -0.14474 3.18201  0.9188
C9 1.81688 -1.47941 3.44814  -0.3620
C10 2.71647 -1.80424 4.45487  -0.7139
C11 3.33402 -0.79840 5.18477  -0.5856
C12 3.05378 0.53493 4.91195  -0.7644
C13 2.15185 0.86430 3.91289  -0.7207
P2 -0.75084 -1.29372 -0.17517  1.2773
C14 -0.98419 -3.06703 -0.33723  0.9250
C15 -1.92072 -3.57030 -1.23937  -0.6460
C16 -2.04905 -4.94232 -1.40507  -0.7014
C17 -1.24748 -5.80939 -0.67731  -0.5527
C18 -0.30642 -5.31036 0.21636  -0.7329
C19 -0.16848 -3.94230 0.38074  -0.4047
C20 -2.27429 -0.52200 -0.73745  0.3329
C21 -3.51213 -0.78998 -0.14292  -0.0917
C22 -4.63828 -0.09492 -0.54808  -0.8892
C23 -4.54717 0.86181 -1.55489  -0.6420
C24 -3.33181 1.11760 -2.16913  -0.5591
C25 -2.20162 0.42578 -1.75588  -0.4620
H1 -1.07680 -1.52442 3.45889  0.3611
H2 -1.93590 -2.42471 2.20768  0.5146
H3 -2.36895 -0.72743 2.54191  0.3466
H4 -0.79976 2.60705 0.51649  0.1013
H5 -2.39001 4.29475 1.30538  0.4473
H6 -3.10078 4.32731 3.67248  0.4215
H7 -2.21026 2.65252 5.25685  0.4487
H8 -0.61804 0.94785 4.48780  0.4428
H9 1.33392 -2.26749 2.88366  0.1296
H10 2.93085 -2.84193 4.67237  0.4848
H11 4.03157 -1.05240 5.97164  0.4574
H12 3.53032 1.31892 5.48496  0.4587
H13 1.92532 1.90663 3.71959  0.5180
H14 -2.55791 -2.90140 -1.80316  0.4170
H15 -2.78191 -5.33286 -2.09794  0.4433
H16 -1.35471 -6.87815 -0.80501  0.4204
H17 0.31698 -5.98842 0.78324  0.4545
H18 0.56595 -3.55600 1.07773  0.1688
H19 -3.60227 -1.54692 0.62581  0.5131
H20 -5.59338 -0.30279 -0.08470  0.4505
H21 -5.43276 1.39983 -1.86602  0.4369
H22 -3.26353 1.84709 -2.96526  0.4999
H23 -1.26215 0.61906 -2.26339  0.4283
Cl1 -0.57614 4.77678 -1.82025  -0.1725
C26 -0.00811 3.63842 -2.97554  0.7155
C27 -0.15814 3.91879 -4.35611  -0.7081
C28 0.27125 3.02886 -5.29307  0.6851
Cl2 0.08757 3.39381 -6.96574  -0.2087
C29 0.86091 1.79221 -4.90146  -0.3028
C30 1.31460 0.79460 -5.78834  -0.6857
C31 1.84018 -0.37244 -5.29832  -0.9317
C32 1.90698 -0.55638 -3.91429  -0.3911
N2 1.50739 0.35855 -3.04768  0.1773
C33 0.99737 1.54265 -3.52919  1.0996
C34 0.58551 2.48420 -2.56298  -0.4841
O1 0.77002 2.14212 -1.25759  -0.6576
H24 -0.61314 4.85203 -4.65687  0.5043
H25 1.23939 0.95969 -6.85510  0.4851
H26 2.19230 -1.15250 -5.95702  0.4486
H27 2.29751 -1.48100 -3.50406  0.5271
Cl3 6.43514 -0.91007 1.15376  -0.0536
C35 6.09392 0.16915 -0.18144  0.8483
Cl4 6.60919 1.80594 0.15150  -0.0471
Cl5 6.75315 -0.43094 -1.69028  -0.0574
C36 4.61094 0.20867 -0.34162  -0.2086
N3 3.47367 0.24835 -0.46262  -0.4814

Summary:
M: 801.80 g/mol
Kohn-Sham gap: 7.38 eV
Maximum force: 0.88 eV/Å
Charge: +2

Below is a structure of composition C36H27F2KN6O5S in a non-equilibrium geometry, with properties calculated with ωB97M-V with the def2-TZVPD basis set.

Each line ends with the Mulliken charge.
Cartesian coordinates (Å):
K1 -0.39093 0.42121 0.71371  0.8320
O1 -2.00944 -0.69859 4.64422  -0.8346
C1 -1.21353 -0.23771 3.83765  -0.2549
O2 -1.46737 0.67981 2.98419  -0.5111
C2 0.16152 -0.90608 3.86435  0.1696
C3 0.42775 -1.87293 4.77557  -0.3950
C4 1.62898 -2.57321 4.75148  -0.6355
C5 2.57877 -2.17900 3.85222  -0.7431
C6 2.25188 -1.15218 2.92575  0.5242
N1 1.05890 -0.57218 2.93104  1.0171
C7 3.32507 -0.68170 1.98184  -0.3345
O3 4.50249 -0.89319 2.32990  -0.8568
O4 2.93248 -0.10692 0.89732  -0.3396
H1 -0.42571 -2.02017 5.46321  0.4603
H2 1.74946 -3.40114 5.44470  0.3559
H3 3.51627 -2.72797 3.69702  0.4736
O5 -0.67282 0.02502 -2.35823  -0.1218
C8 -0.42053 -1.27325 -2.88513  -0.4786
C9 1.08214 -1.43768 -3.02153  -0.8768
C10 1.91315 -1.45260 -1.69142  0.9089
C11 1.69274 -2.53642 -0.66480  0.1187
C12 2.55168 -3.61023 -0.49739  -0.4646
C13 2.32009 -4.58206 0.49799  -0.5242
C14 1.17283 -4.40052 1.23158  -0.7101
C15 0.34780 -3.27966 0.99482  -0.3312
N2 0.58719 -2.37810 0.11644  0.5553
H4 -1.67116 0.09405 -2.40923  -0.1655
H5 -0.94243 -1.41454 -3.89726  0.3645
H6 -0.85886 -2.04238 -2.27720  0.3178
H7 1.46918 -0.61693 -3.62739  0.1795
H8 1.33919 -2.33474 -3.61055  0.4112
H9 1.82066 -0.53694 -1.14042  -1.2746
H10 2.94671 -1.51185 -2.03574  0.4715
H11 3.36400 -3.74246 -1.17467  0.4798
H12 2.99771 -5.43081 0.55712  0.4107
H13 0.94146 -5.19385 1.94777  0.3700
H14 -0.52678 -3.14880 1.64754  0.2959
F1 -6.01230 -3.27622 -2.18926  -0.3505
C16 -5.47210 -2.09586 -1.83962  0.5396
C17 -4.29115 -1.55976 -2.33986  -0.5797
C18 -3.72319 -0.32955 -1.87149  -0.9860
C19 -4.49865 0.41805 -0.94630  0.5651
C20 -5.73265 -0.12419 -0.50828  0.1691
F2 -6.50981 0.52561 0.39836  -0.3425
C21 -6.21072 -1.37234 -0.92313  -0.4991
C22 -4.11001 1.72893 -0.34681  0.2722
C23 -5.05408 2.74247 -0.18638  -0.6766
C24 -4.71074 3.88743 0.50536  -0.4511
C25 -3.41971 4.04064 0.96676  -0.6689
C26 -2.56149 3.02228 0.75713  -0.0663
N3 -2.87359 1.88208 0.09891  0.0903
H15 -3.72218 -2.14242 -3.05656  0.3875
H16 -7.17633 -1.68341 -0.56176  0.4213
H17 -6.06178 2.64505 -0.60343  0.3686
H18 -5.38232 4.75626 0.56153  0.3142
H19 -3.04545 4.95640 1.48580  0.3342
H20 -1.53711 3.05187 1.13391  0.4267
N4 3.48651 2.18032 -0.62311  -0.1275
C27 3.32927 2.17834 -1.98733  0.1337
C28 4.13050 1.69078 -3.01688  -0.9526
C29 3.61029 1.71175 -4.32752  -0.5966
C30 2.32754 2.20894 -4.54640  -0.3471
C31 1.48586 2.59009 -3.53123  -0.7689
C32 2.03853 2.63696 -2.25399  1.2276
N5 1.39649 2.98694 -1.10410  -0.6656
C33 2.31341 2.71409 -0.17382  0.7924
C34 2.04844 2.77740 1.25799  -0.9040
C35 2.94889 2.62270 2.29725  0.1437
S1 2.14750 2.44337 3.74905  -0.2441
C36 0.65760 2.76012 2.98552  -0.4764
N6 0.74838 2.87959 1.70625  -0.3374
H21 3.88409 1.41131 -0.10969  0.3489
H22 5.06666 1.28057 -2.73197  0.4974
H23 4.19715 1.32922 -5.16100  0.3561
H24 2.05260 2.21510 -5.63596  0.2464
H25 0.49700 2.92562 -3.74202  0.4709
H26 3.97887 2.41911 2.18932  0.4584
H27 -0.32073 2.69109 3.42830  0.6129

Summary:
M: 732.81 g/mol
Kohn-Sham gap: 6.12 eV
Maximum force: 2.89 eV/Å
Charge: -2

Below is a structure of composition C36H27FN5O3STi, with properties calculated with ωB97M-V with the def2-TZVPD basis set.

Each line ends with the Mulliken charge.
Cartesian coordinates (Å):
Ti1 0.89322 -0.88030 0.20182  -0.6985
C1 0.35354 -1.16746 4.51307  -1.0814
C2 1.07945 -0.09830 5.01144  -0.5941
C3 1.76505 0.73194 4.13143  -1.0152
C4 1.70506 0.46968 2.77945  0.7042
N1 0.99037 -0.57310 2.29565  0.8554
C5 0.33071 -1.37342 3.14682  -0.0844
C6 2.40222 1.25419 1.73767  0.1662
C7 3.15111 2.40042 1.94159  -0.6094
C8 3.73942 3.00680 0.84095  -1.2804
C9 3.58521 2.46190 -0.42775  -0.5250
C10 2.83232 1.30945 -0.56050  0.4140
N2 2.25788 0.73936 0.51014  1.5762
C11 2.60871 0.55266 -1.81137  0.3974
C12 3.16815 0.86581 -3.03202  -0.9131
C13 2.91726 0.03879 -4.12153  -0.6831
C14 2.11764 -1.08041 -3.95891  -1.0968
C15 1.58426 -1.33589 -2.70966  -0.0902
N3 1.82040 -0.53634 -1.66071  0.8751
H1 -0.18789 -1.83662 5.16632  0.4848
H2 1.11944 0.08965 6.07621  0.4908
H3 2.34288 1.56423 4.50630  0.5050
H4 -0.22125 -2.19856 2.71444  0.5448
H5 3.27634 2.82039 2.92887  0.5649
H6 4.32660 3.90620 0.97236  0.4890
H7 4.04907 2.93109 -1.28310  0.6057
H8 3.80179 1.73401 -3.14145  0.5192
H9 3.35125 0.26646 -5.08616  0.5046
H10 1.90933 -1.75069 -4.78042  0.4976
H11 0.95569 -2.20025 -2.53311  0.5872
C16 -6.61451 -0.83837 -0.62040  -1.9029
C17 -5.92424 0.39981 -1.15838  0.4756
C18 -6.56551 1.68475 -0.66705  -0.9373
C19 -5.92745 2.88097 -1.34869  -0.9892
C20 -4.43431 2.85357 -1.18122  0.8656
C21 -3.69796 4.01051 -1.27395  -0.6597
C22 -2.31348 3.99930 -1.08352  -0.1416
F1 -1.65415 5.14559 -1.18832  -0.3193
C23 -1.63269 2.85772 -0.77850  -0.7982
C24 -2.35563 1.65905 -0.67877  1.1725
C25 -1.69171 0.43971 -0.35241  1.1569
O1 -0.38705 0.45944 -0.13305  -0.6429
C26 -2.44064 -0.72092 -0.26154  -0.1902
C27 -3.81693 -0.66765 -0.49263  0.0358
N4 -4.44852 0.44010 -0.80833  0.0935
C28 -3.75317 1.64891 -0.89448  -1.2105
C29 -1.85591 -2.03367 0.08663  0.0274
O2 -2.47208 -3.00784 0.38064  -0.5300
O3 -0.48616 -2.03964 0.04754  -0.4823
H12 -7.67640 -0.73991 -0.83941  0.4288
H13 -6.50698 -0.92339 0.46251  0.4234
H14 -6.28578 -1.76133 -1.09618  0.5518
H15 -5.94442 0.38772 -2.25184  0.1865
H16 -6.46978 1.75190 0.42032  0.3540
H17 -7.62911 1.64217 -0.89545  0.3790
H18 -6.31702 3.81571 -0.94733  0.5030
H19 -6.17018 2.87319 -2.41541  0.3601
H20 -4.18566 4.95457 -1.48392  0.5564
H21 -0.56623 2.87567 -0.61261  0.6636
H22 -4.39101 -1.57893 -0.42066  0.6728
S1 2.68001 -5.12819 0.72636  -0.1725
C30 1.63367 -3.82782 0.52213  -0.2218
N5 2.18139 -2.62991 0.41241  1.0180
C31 3.58288 -2.73258 0.49427  -0.5884
C32 4.52000 -1.69934 0.41666  0.1748
C33 5.85906 -2.01246 0.51500  -0.9888
C34 6.29070 -3.33337 0.69186  -0.6306
C35 5.38220 -4.36458 0.77298  -0.5684
C36 4.02898 -4.04553 0.67076  0.6577
H23 0.56565 -3.97995 0.47747  0.3142
H24 4.21593 -0.67276 0.28743  0.4466
H25 6.59460 -1.22156 0.45615  0.4588
H26 7.34829 -3.54494 0.76594  0.4389
H27 5.70611 -5.38740 0.90910  0.4485

Summary:
M: 676.58 g/mol
Kohn-Sham gap: 6.63 eV
Maximum force: 0.15 eV/Å
Charge: +3